Density functional theory data (ωB97M-V/def2-TZVPD) for a single H3NP2S molecule.

## Properties
- LUMO level (eV) = 0.09
- SMILES = N1[P@H]2=[P@@H]1S2
- HOMO (eV) = -8.06
- energy relative to the best compared isomer or geometry (same formula, charge and spin) (kcal per mole) = 22.4
- orbital gap (eV) = 8.157

CARTESIAN COORDINATES (ANGSTROEM)
P 0.684 -1.324 -0.561
P -1.290 0.335 0.076
N 0.408 0.243 0.274
S -1.430 -1.375 -1.270
H 1.349 -1.176 -1.938
H -1.691 -0.402 1.221
H 1.072 1.017 0.003

Partial atomic charges computed with the Löwdin method, in multiples of e: 0.454 0.399 -0.686 0.017 -0.102 -0.126 0.045



Density functional theory data (ωB97M-V/def2-TZVPD) for 2 unconnected molecules or ions with the total composition H3NS2.

## Properties
- LUMO level (spin up / spin down) (eV) = -1.10 / -1.10
- SMILES = N=S.S
- HOMO (spin up / spin down) (eV) = -8.54 / -8.54
- energy relative to the best compared isomer or geometry (same formula, charge and spin) (kcal per mole) = 49.2
- orbital gap (spin up / spin down) (eV) = 7.440 / 7.439

CARTESIAN COORDINATES (ANGSTROEM)
S -0.664 0.717 -2.183
S -0.239 -1.399 1.178
H 0.313 1.203 -1.503
H 0.538 -3.055 2.571
N -0.178 -2.783 1.833
H -0.483 1.680 -3.019

Partial atomic charges computed with the Löwdin method, in multiples of e: 0.503 0.566 -0.258 0.008 -0.560 -0.258



Density functional theory data (ωB97M-V/def2-TZVPD) for 3 unconnected molecules or ions with the total composition H3NS2.

## Properties
- LUMO level (spin up / spin down) (eV) = -1.71 / -1.81
- HOMO (spin up / spin down) (eV) = -9.38 / -9.08
- energy relative to the best compared isomer or geometry (same formula, charge and spin) (kcal per mole) = 79.5
- orbital gap (spin up / spin down) (eV) = 7.666 / 7.273

CARTESIAN COORDINATES (ANGSTROEM)
H -0.188 -0.778 -1.491
H 1.871 0.321 1.045
S -1.871 -0.811 0.081
S 0.943 -1.345 0.132
N -0.346 -0.825 -0.508
H 2.582 0.841 1.390

Partial atomic charges computed with the Löwdin method, in multiples of e: 0.003 -0.103 0.552 0.618 -1.137 0.067



Density functional theory data (ωB97M-V/def2-TZVPD) for 2 unconnected molecules or ions with the total composition H3O2PS.

## Properties
- LUMO level (eV) = -0.79
- HOMO (eV) = -9.59
- energy relative to the best compared isomer or geometry (same formula, charge and spin) (kcal per mole) = 109.8
- orbital gap (eV) = 8.808

CARTESIAN COORDINATES (ANGSTROEM)
S -0.798 0.450 0.071
H 0.066 -0.567 -0.454
O 0.014 1.665 -0.050
H 2.437 -0.168 1.567
O 3.131 -0.080 -0.670
H -1.340 0.024 -1.241
P 3.070 0.631 0.621

Partial atomic charges computed with the Löwdin method, in multiples of e: 0.741 -0.045 -0.701 -0.168 -0.573 -0.021 0.766



Density functional theory data (ωB97M-V/def2-TZVPD) for a single H3O2PS molecule.

## Properties
- LUMO level (eV) = 0.41
- SMILES = O[PH](O)=S
- HOMO (eV) = -10.21
- energy relative to the best compared isomer or geometry (same formula, charge and spin) (kcal per mole) = 35.2
- orbital gap (eV) = 10.616

CARTESIAN COORDINATES (ANGSTROEM)
S -2.269 -0.352 0.082
O 0.887 -1.431 0.441
H 0.314 -0.112 -1.615
O 0.270 1.283 0.151
P -0.399 -0.092 -0.350
H 1.679 -0.867 0.567
H -0.482 1.570 0.724

Partial atomic charges computed with the Löwdin method, in multiples of e: 0.247 -0.347 0.039 -0.299 0.313 -0.003 0.050



Density functional theory data (ωB97M-V/def2-TZVPD) for a gas-phase ion, H3O5 (charge +1).

## Properties
- LUMO level (eV) = -6.28
- HOMO (eV) = -17.79
- total charge = +1
- energy relative to the best compared isomer or geometry (same formula, charge and spin) (kcal per mole) = 40.1
- orbital gap (eV) = 11.510

CARTESIAN COORDINATES (ANGSTROEM)
H -2.302 0.980 0.208
H 0.323 -2.105 0.270
O -1.813 0.154 0.183
O 0.452 -0.107 0.067
O -0.525 0.547 -0.632
O 1.608 0.554 -0.156
H 1.628 1.382 0.436
O 0.629 -1.405 -0.376

Partial atomic charges computed with the Löwdin method, in multiples of e: 0.122 0.208 0.142 -0.175 0.094 0.185 0.226 0.197



Density functional theory data (ωB97M-V/def2-TZVPD) for a molecular structure, H3O6.

## Properties
- LUMO level (spin up / spin down) (eV) = -8.24 / -8.24
- HOMO (spin up / spin down) (eV) = -17.06 / -17.06
- total charge = +1
- energy relative to the best compared isomer or geometry (same formula, charge and spin) (kcal per mole) = 23.6
- orbital gap (spin up / spin down) (eV) = 8.824 / 8.827

CARTESIAN COORDINATES (ANGSTROEM)
O -0.158 -0.885 -0.962
O 1.241 1.386 0.383
O -0.824 -0.155 -1.769
H 1.284 1.828 -0.433
H -1.748 -0.601 -1.790
H 0.806 -1.389 1.629
O -0.085 1.063 0.606
O -0.083 -1.014 1.702
O -0.433 -0.233 0.633

Partial atomic charges computed with the Löwdin method, in multiples of e: 0.107 0.135 0.151 0.109 0.221 0.161 0.021 0.191 -0.095



Density functional theory data (ωB97M-V/def2-TZVPD) for 3 unconnected molecules or ions with the total composition H3OPS2.

## Properties
- LUMO level (spin up / spin down) (eV) = -0.85 / -1.87
- HOMO (spin up / spin down) (eV) = -8.85 / -8.12
- energy relative to the best compared isomer or geometry (same formula, charge and spin) (kcal per mole) = 103.1
- orbital gap (spin up / spin down) (eV) = 8.001 / 6.242

CARTESIAN COORDINATES (ANGSTROEM)
H -0.773 -1.467 0.655
H 2.976 -0.155 -0.098
P 0.316 -0.785 0.211
S -3.070 0.004 0.450
O -0.301 0.614 -0.329
S -1.860 1.335 -0.198
H 2.712 0.455 -0.691

Partial atomic charges computed with the Löwdin method, in multiples of e: -0.240 -0.004 0.747 0.133 -1.025 0.380 0.011



Density functional theory data (ωB97M-V/def2-TZVPD) for 2 unconnected molecules or ions with the total composition H3OPS2.

## Properties
- LUMO level (eV) = -0.57
- SMILES = O=PS.S
- HOMO (eV) = -9.67
- energy relative to the best compared isomer or geometry (same formula, charge and spin) (kcal per mole) = 28.6
- orbital gap (eV) = 9.099

CARTESIAN COORDINATES (ANGSTROEM)
H 1.976 0.816 -2.747
H -0.099 -0.418 3.622
H 0.339 1.591 -3.222
S -1.113 -1.168 3.118
S 0.979 1.524 -2.049
O -1.574 -1.315 0.167
P -0.508 -1.029 1.111

Partial atomic charges computed with the Löwdin method, in multiples of e: -0.176 -0.192 -0.239 0.314 0.412 -0.554 0.435



Density functional theory data (ωB97M-V/def2-TZVPD) for 2 unconnected molecules or ions with the total composition H3OPS3.

## Properties
- LUMO level (spin up / spin down) (eV) = -0.37 / -4.03
- expectation value of S² = 2.0072
- spin multiplicity = 3
- HOMO (spin up / spin down) (eV) = -6.93 / -9.52
- orbital gap (spin up / spin down) (eV) = 6.561 / 5.484

CARTESIAN COORDINATES (ANGSTROEM)
S 2.471 -1.872 -0.396
O -0.613 0.240 0.419
H 1.048 0.821 0.137
S 5.310 0.159 0.279
H -0.264 -0.170 -0.458
H -0.297 -0.288 1.168
P 3.480 -0.164 -0.096
S 2.200 1.537 -0.128

Partial atomic charges computed with the Löwdin method, in multiples of e: 0.220 -0.137 -0.230 0.169 0.077 0.049 -0.490 0.342



In the order shown, the computed DFT total energy values come out to -30950.80500, -23206.85132, -23205.53631, -24264.61528, -24267.85056, -10265.26366, -12311.05918, -33052.24745, -33055.47733, -43888.47298 eV.
In the order shown, the computed maximum force values come out to 2.6, 1.9, 4.5, 3.6, 4.7, 4.5, 3.8, 3.6, 1.9, 2.8 eV/Å.